A molecular structure, C16H15N7O8Pt. Source: the Open Molecules 2025 dataset; level of theory: wB97M-V/def2-TZVPD.

- E_tot (hartree) = -1722.46677
- total charge = +2
- multiplicity = 1
- highest occupied orbital energy (alpha / beta) (Eh) = -0.5807 / -0.5808
- LUMO energy (alpha / beta) (eV) = -9.29 / -9.29
- frontier orbital gap (alpha / beta) (Ha) = 0.2393 / 0.2394
- energy relative to the best compared isomer or geometry (same formula, charge and spin) (eV) = 0.000

Each line ends with the natural charge from an NBO analysis.
Element x y z (Å)
Pt 0.246 -0.159 -0.497  1.611
O 4.195 -0.615 -0.424  -0.464
C 3.044 -0.593 -0.125  0.755
O 2.088 -0.405 -1.056  -0.631
C 2.551 -0.843 1.271  -0.183
C 3.199 -1.768 2.079  -0.122
C 2.739 -1.941 3.366  0.074
C 1.651 -1.254 3.884  -0.138
C 0.996 -0.370 3.060  -0.008
C 1.459 -0.104 1.757  0.306
O 0.969 0.898 0.993  -0.612
N -0.195 0.299 3.590  0.539
O -0.254 0.504 4.767  -0.269
O -1.104 0.485 2.791  -0.446
N 3.434 -2.915 4.250  0.524
O 3.047 -2.971 5.392  -0.324
O 4.292 -3.589 3.734  -0.319
H 4.057 -2.320 1.718  0.298
H 1.327 -1.424 4.902  0.304
C 1.798 4.620 -2.431  -0.409
N 1.084 3.340 -2.332  -0.272
C 0.340 2.763 -3.338  -0.025
C -0.149 1.598 -2.854  -0.075
N 0.277 1.502 -1.543  -0.390
C 1.052 2.553 -1.267  0.242
H 1.080 5.424 -2.572  0.242
H 2.485 4.575 -3.272  0.247
H 2.357 4.781 -1.514  0.239
H 0.225 3.228 -4.302  0.266
H -0.761 0.850 -3.325  0.250
H 1.561 2.733 -0.337  0.268
C -2.760 -3.148 -2.652  -0.411
N -2.900 -2.001 -1.729  -0.358
C -4.118 -1.584 -1.247  0.130
C -4.234 -0.547 -0.397  -0.324
C -3.052 0.131 0.044  0.503
N -1.869 -0.309 -0.442  -0.619
C -1.818 -1.343 -1.311  0.766
O -0.628 -1.610 -1.703  -0.630
N -3.100 1.166 0.846  -0.684
H -3.726 -3.328 -3.114  0.242
H -2.439 -4.026 -2.097  0.245
H -2.026 -2.903 -3.414  0.250
H -4.974 -2.139 -1.605  0.261
H -5.207 -0.235 -0.048  0.273
H -3.983 1.470 1.227  0.437
H -2.258 1.523 1.278  0.447


A molecular structure, C16H16AlCl4O2P2. Source: the Open Molecules 2025 dataset; level of theory: wB97M-V/def2-TZVPD.

- E_tot (hartree) = -3535.63224
- total charge = +1
- multiplicity = 1
- highest occupied orbital energy (Eh) = -0.3877
- LUMO energy (eV) = -3.59
- frontier orbital gap (Ha) = 0.2559

Each line ends with the natural charge from an NBO analysis.
Element x y z (Å)
Al -0.048 -0.018 0.106  1.644
C 1.347 -2.877 -1.591  -0.929
P 0.362 -1.381 -1.831  0.877
C -1.121 -1.899 -2.731  -0.925
C 1.289 -0.274 -2.936  -0.348
C 1.898 -0.808 -4.070  -0.128
C 2.609 0.003 -4.940  -0.181
C 2.718 1.364 -4.686  -0.164
C 2.116 1.908 -3.563  -0.175
C 1.399 1.103 -2.678  -0.340
P 0.622 1.869 -1.224  0.880
C 1.815 3.015 -0.498  -0.929
C -0.744 2.888 -1.834  -0.925
H 1.481 -3.399 -2.538  0.253
H 0.815 -3.529 -0.898  0.272
H 2.317 -2.630 -1.162  0.272
H -0.830 -2.327 -3.690  0.255
H -1.790 -1.056 -2.896  0.262
H -1.646 -2.649 -2.139  0.271
H 1.825 -1.868 -4.281  0.216
H 3.081 -0.427 -5.813  0.241
H 3.275 2.001 -5.360  0.242
H 2.212 2.971 -3.377  0.224
H 2.048 3.815 -1.200  0.253
H 2.726 2.490 -0.216  0.272
H 1.370 3.449 0.399  0.272
H -0.370 3.580 -2.589  0.255
H -1.163 3.449 -0.998  0.271
H -1.529 2.269 -2.265  0.262
Cl -0.507 -1.152 6.426  0.073
C -0.868 -0.818 4.780  -0.084
C -2.187 -0.634 4.373  -0.088
Cl -3.468 -0.737 5.513  0.073
C -2.480 -0.364 3.032  -0.089
Cl -4.090 -0.131 2.478  0.060
C -1.449 -0.280 2.121  0.193
O -1.638 -0.017 0.788  -0.888
C -0.119 -0.466 2.531  0.260
O 0.835 -0.364 1.552  -0.900
C 0.175 -0.733 3.852  -0.123
Cl 1.819 -0.950 4.302  0.061


A molecular structure, C16H16AsF4FeN2O6S. Source: the Open Molecules 2025 dataset; level of theory: wB97M-V/def2-TZVPD.

- E_tot (hartree) = -5477.36832
- expectation value of S² = 1.095
- total charge = 0
- multiplicity = 2
- highest occupied orbital energy (alpha / beta) (Eh) = -0.3083 / -0.3125
- LUMO energy (alpha / beta) (eV) = -0.79 / -0.72
- frontier orbital gap (alpha / beta) (Ha) = 0.2791 / 0.2860
- energy relative to the best compared isomer or geometry (same formula, charge and spin) (eV) = 0.248

Each line ends with the Löwdin spin population.
Element x y z (Å)
Fe -0.202 -0.101 0.047  0.847
C -0.628 1.902 -1.920  -0.001
N -0.132 1.836 -0.534  -0.018
C -1.001 2.661 0.335  -0.004
C 1.279 2.315 -0.426  0.006
C 2.184 1.097 -0.419  0.013
N 1.533 0.187 0.515  0.096
C 2.137 -0.340 1.639  0.004
C 1.316 -0.618 2.734  0.011
F 0.005 -0.311 2.626  -0.001
C 1.805 -1.132 3.914  -0.001
F 0.962 -1.345 4.928  -0.001
C 3.152 -1.403 4.059  0.012
C 3.978 -1.130 2.989  -0.001
F 5.291 -1.383 3.077  -0.001
C 3.495 -0.613 1.801  0.011
F 4.360 -0.406 0.793  0.002
H -0.623 2.937 -2.273  -0.001
H 0.001 1.293 -2.565  0.000
H -1.641 1.507 -1.947  0.000
H -1.016 3.694 -0.029  -0.001
H -2.005 2.254 0.340  0.000
H -0.604 2.646 1.349  0.000
H 1.510 3.008 -1.239  0.000
H 1.374 2.852 0.516  0.000
H 2.171 0.644 -1.417  0.002
H 3.220 1.327 -0.183  0.001
H 3.545 -1.811 4.979  0.001
O -4.616 -0.736 0.616  0.001
As -2.964 -1.350 0.668  0.004
O -2.676 -1.975 2.134  0.000
O -2.042 0.039 0.214  0.034
C -3.026 -2.495 -0.882  0.002
C -4.272 -2.962 -1.278  0.000
C -4.387 -3.815 -2.369  0.001
C -3.262 -4.211 -3.069  0.000
C -2.009 -3.755 -2.686  0.001
C -1.899 -2.898 -1.602  0.001
S -0.277 -2.331 -1.199  0.002
O 0.667 -3.258 -1.720  -0.003
O -0.168 -0.927 -1.729  -0.014
O -0.273 -2.088 0.274  -0.003
H -4.826 -0.479 1.524  0.000
H -5.150 -2.655 -0.728  0.000
H -5.364 -4.173 -2.666  0.000
H -3.353 -4.882 -3.913  0.000
H -1.116 -4.067 -3.210  0.000


A molecular structure, C16H16BF4N8PdSe. Source: the Open Molecules 2025 dataset; level of theory: wB97M-V/def2-TZVPD.

- E_tot (hartree) = -4011.11060
- expectation value of S² = 2.009
- total charge = +1
- multiplicity = 3
- highest occupied orbital energy (alpha / beta) (Eh) = -0.4262 / -0.4315
- LUMO energy (alpha / beta) (eV) = -3.76 / -5.61
- frontier orbital gap (alpha / beta) (Ha) = 0.2879 / 0.2253
- energy relative to the best compared isomer or geometry (same formula, charge and spin) (eV) = 0.211

Each line ends with the Löwdin spin population.
Element x y z (Å)
Pd -0.712 -1.023 0.468  1.285
N -3.547 0.833 -0.239  -0.001
C -2.487 1.356 -0.873  0.006
N -2.657 2.489 -1.534  0.004
C -1.574 2.958 -2.157  0.001
N -1.681 4.108 -2.819  0.001
N -0.360 2.355 -2.169  0.005
C -0.289 1.249 -1.475  0.006
N -1.301 0.704 -0.776  0.073
C 1.017 0.528 -1.443  0.008
C 2.086 0.950 -2.207  0.003
C 3.264 0.215 -2.157  0.002
C 3.327 -0.907 -1.352  0.003
C 2.212 -1.267 -0.609  0.011
N 1.086 -0.559 -0.658  0.091
H -4.448 1.222 -0.464  0.000
H -3.513 -0.126 0.069  -0.001
H -2.577 4.559 -2.885  0.000
H -0.899 4.451 -3.348  0.000
H 1.982 1.829 -2.824  0.001
H 4.119 0.518 -2.747  0.000
H 4.223 -1.509 -1.292  0.000
H 2.200 -2.133 0.039  0.001
F -1.696 -3.379 0.812  0.005
B -0.605 -3.733 1.643  0.001
F 0.450 -2.773 1.203  0.060
F -0.889 -3.406 2.956  0.001
F -0.149 -4.993 1.442  0.001
C -3.946 1.283 4.200  0.011
N -2.964 1.850 3.283  0.011
C -2.035 1.181 2.594  0.043
Se -1.756 -0.681 2.625  0.343
N -1.310 2.067 1.896  0.008
C -1.787 3.353 2.116  0.002
C -1.393 4.592 1.631  0.001
C -2.115 5.683 2.075  0.002
C -3.185 5.544 2.971  0.001
C -3.572 4.308 3.454  0.001
C -2.846 3.213 3.004  0.002
H -3.827 0.205 4.231  0.010
H -4.949 1.527 3.856  0.000
H -3.788 1.690 5.197  0.000
H -0.559 1.782 1.288  -0.001
H -0.562 4.700 0.946  0.000
H -1.848 6.672 1.729  0.000
H -3.718 6.428 3.293  0.000
H -4.396 4.204 4.147  0.000


A molecular structure, C16H16Br2F6N3O6RhS2. Source: the Open Molecules 2025 dataset; level of theory: wB97M-V/def2-TZVPD.

- E_tot (hartree) = -7888.53553
- total charge = +2
- multiplicity = 1
- highest occupied orbital energy (Eh) = -0.5812
- LUMO energy (eV) = -7.64
- frontier orbital gap (Ha) = 0.3004
- energy relative to the best compared isomer or geometry (same formula, charge and spin) (eV) = 0.000

Each line ends with the natural charge from an NBO analysis.
Element x y z (Å)
Rh 0.132 -0.790 0.183  1.247
F 0.966 -5.392 2.332  -0.258
C 1.764 -4.424 1.966  0.827
F 2.328 -4.676 0.801  -0.278
F 2.663 -4.159 2.879  -0.262
S 0.730 -2.894 1.695  2.154
O -0.126 -3.093 0.518  -0.893
O 1.631 -1.741 1.382  -0.926
N 0.013 -2.676 3.056  -1.140
S -0.788 -1.311 3.164  2.196
O -0.239 -0.346 4.042  -0.832
O -1.127 -0.813 1.784  -0.923
C -2.473 -1.840 3.750  0.792
F -3.230 -0.761 3.782  -0.279
F -2.343 -2.363 4.946  -0.266
F -2.954 -2.722 2.896  -0.281
Br 0.503 5.349 2.394  0.229
C 0.486 3.639 1.667  -0.049
C 1.572 2.790 1.841  -0.230
C 1.506 1.518 1.311  0.072
N 0.435 1.112 0.627  -0.337
C -0.613 1.929 0.419  0.176
C -0.620 3.205 0.940  -0.181
C -1.655 1.340 -0.426  0.198
C -2.738 2.021 -0.937  -0.224
C -3.602 1.355 -1.802  -0.023
Br -5.073 2.243 -2.513  0.228
C -3.356 0.027 -2.128  -0.245
C -2.253 -0.591 -1.576  0.076
N -1.429 0.053 -0.749  -0.379
H 2.447 3.099 2.394  0.274
H 2.302 0.798 1.448  0.248
H -1.464 3.862 0.792  0.255
H -2.913 3.057 -0.688  0.260
H -4.011 -0.520 -2.791  0.274
H -2.039 -1.635 -1.769  0.241
C 2.748 -1.388 -1.298  -0.268
O 1.300 -1.299 -1.423  -0.513
C 0.935 -0.859 -2.763  -0.083
C 1.284 0.572 -3.086  -0.103
O 0.757 1.433 -2.109  -0.583
C 1.113 2.789 -2.352  -0.252
H 3.096 -2.093 -2.051  0.222
H 2.983 -1.757 -0.311  0.233
H 3.201 -0.411 -1.454  0.199
H -0.128 -1.051 -2.862  0.202
H 1.463 -1.508 -3.464  0.228
H 0.853 0.776 -4.075  0.210
H 2.369 0.708 -3.174  0.190
H 0.716 3.137 -3.310  0.198
H 2.199 2.918 -2.350  0.191
H 0.680 3.386 -1.550  0.188